DFT (the ωB97M-V functional and the def2-TZVPD basis) results for a structure of composition C27H31N5O5S.

## Properties
HOMO-LUMO gap (eV): 8.377
Electronic energy (eV): -57027.17482
LUMO level (eV): 0.34
Relative energy (zero: lowest compared OMol25 entry of this formula, charge and spin) (eV): 0.131

XYZ file:
```
69
C27H31N5O5S, DFT the ωB97M-V functional and the def2-TZVPD basis
C 4.543 4.129 1.802
H 4.751 3.141 2.224
O 3.857 4.033 0.576
C 2.637 3.421 0.564
C 1.993 3.362 -0.672
C 0.784 2.714 -0.799
C 0.189 2.098 0.297
C 0.813 2.198 1.529
C 2.023 2.854 1.673
H 2.481 2.897 2.648
H 0.355 1.747 2.397
C -1.106 1.334 0.146
N -1.100 0.487 -1.027
C -1.695 0.800 -2.211
O -1.384 0.254 -3.259
C -2.797 1.766 -2.142
C -3.927 1.698 -1.330
N -4.129 0.892 -0.268
H -3.564 0.062 -0.141
H -5.074 0.897 0.094
C -4.863 2.694 -1.756
N -4.485 3.428 -2.785
S -3.033 2.986 -3.343
C -6.189 2.886 -1.138
O -6.599 2.194 -0.219
N -6.906 3.885 -1.690
H -7.834 4.079 -1.355
H -6.517 4.399 -2.461
C -0.374 -0.771 -0.963
C 1.022 -0.606 -0.420
C 2.017 -0.131 -1.264
C 3.283 0.155 -0.791
C 3.580 -0.042 0.553
C 2.599 -0.567 1.395
C 1.336 -0.837 0.915
H 0.581 -1.210 1.591
H 2.846 -0.731 2.432
O 4.774 0.250 1.136
C 5.778 0.843 0.344
H 6.615 1.024 1.016
H 5.442 1.792 -0.085
H 6.102 0.174 -0.460
H 4.021 0.544 -1.474
H 1.788 0.042 -2.305
H -0.320 -1.119 -2.005
C -1.233 -1.782 -0.191
O -2.340 -1.510 0.235
N -0.662 -2.991 -0.072
H 0.264 -3.131 -0.446
C -1.273 -4.108 0.616
H -2.264 -3.759 0.914
C -0.421 -4.545 1.828
C -0.145 -6.038 1.631
H -0.941 -6.630 2.084
C -0.177 -6.215 0.116
H 0.748 -5.839 -0.326
H -0.301 -7.255 -0.183
C -1.359 -5.343 -0.298
H -2.292 -5.873 -0.108
H -1.335 -5.061 -1.350
H 0.803 -6.342 2.071
H 0.516 -3.987 1.827
H -0.928 -4.345 2.771
H -1.281 0.716 1.030
H -1.929 2.046 0.066
H 0.304 2.666 -1.766
H 2.468 3.825 -1.522
H 5.482 4.631 1.575
H 3.982 4.724 2.529
```